Entry 1:
ORCA calculation (ωB97M-V/def2-TZVPD) on a cluster of 4 separate species, C37H48F24NO4 in total.

Cartesian coordinates (Å):
H 2.147 -0.052 5.115
C 0.121 2.281 -0.495
C -5.499 3.927 0.368
F 4.143 0.794 8.541
H -0.888 -3.242 3.386
F 1.449 0.671 7.723
H 0.073 -1.523 2.178
H -0.516 0.228 -0.799
H -1.560 1.970 -5.538
H 0.391 -4.413 3.144
O 2.583 -1.443 6.464
H -2.779 -0.457 -4.101
F 4.001 -3.214 9.190
H -2.591 -5.752 -0.055
F -2.678 -5.305 3.893
C -0.691 -4.279 3.119
H 3.174 2.828 2.197
H -0.830 3.512 2.323
F -0.684 -7.286 3.615
H 2.596 -0.802 -7.121
H 0.631 2.499 -4.005
C -4.336 1.874 1.814
C 3.518 -2.144 7.157
F 1.312 1.337 -6.666
C -0.731 -6.414 4.641
H 2.265 2.806 3.732
H -7.096 3.854 1.804
C 3.582 1.679 7.692
H -5.952 4.733 -0.199
H 0.017 3.044 3.794
F -1.272 -7.235 -0.331
C -1.824 -6.311 0.485
H -1.014 -0.162 2.208
C 1.048 2.437 1.972
C -6.145 3.434 1.493
C 1.909 1.371 -8.900
H 4.347 2.074 7.019
H 2.709 -0.431 0.065
H -1.796 2.755 -3.348
C 0.205 1.993 -3.129
H -1.376 3.638 0.311
C -0.719 -5.352 0.951
F 1.432 -1.617 -8.526
C 2.451 1.024 6.894
C 0.360 0.760 -0.419
H 2.273 -1.366 1.503
N 1.342 0.984 1.941
C -0.378 -0.750 1.551
F 2.552 -0.446 -10.699
C -4.277 3.398 -0.031
C -5.557 2.400 2.219
C -0.239 2.720 2.782
H -1.726 1.123 -2.650
C -1.362 2.737 -0.313
H -1.762 3.055 -1.277
H 2.059 2.882 0.168
C -1.286 1.786 -3.401
H 3.832 -0.028 5.576
F 0.765 -1.259 -6.472
F 1.991 2.023 6.079
H 2.107 4.187 2.644
F -0.293 -4.708 -0.167
F -0.276 -0.849 -10.640
C -1.386 -5.097 4.211
C -1.526 1.171 -4.791
H 0.794 4.038 0.572
C 0.378 -0.252 -11.653
H 1.493 -1.733 -0.058
F 3.068 2.697 8.418
F -1.475 -6.956 5.630
H -0.275 0.477 -12.134
O 1.351 1.392 -10.197
H 2.951 1.051 -8.909
F 4.700 -1.509 7.228
F 2.707 -1.449 9.272
C -2.354 1.740 0.283
H 1.888 2.412 -8.582
F -0.201 0.644 -8.100
C 1.030 2.969 0.538
C 1.116 0.626 -7.820
H 0.693 1.011 -3.104
F -2.377 -6.940 1.539
O 1.453 0.440 3.088
F 3.729 -3.312 6.494
H -1.940 1.272 1.170
C 1.558 -0.798 -7.465
C 1.645 0.445 -11.134
H -2.565 0.959 -0.456
C 2.819 -0.137 5.966
H 0.280 -6.231 5.013
C 2.238 3.103 2.684
C 1.886 -0.936 0.576
O -1.203 -4.409 1.807
H -3.694 0.911 -4.789
H -3.792 3.802 -0.915
H 1.160 0.537 -1.131
C -3.676 2.359 0.686
H -6.039 2.000 3.105
H -2.833 -0.199 -5.842
C 0.592 2.805 -1.887
C 3.016 -2.543 8.552
F 0.743 -1.197 -12.547
F -1.343 -4.316 5.335
H -3.884 1.070 2.388
C 0.765 0.067 0.914
H 1.683 2.896 -1.874
F 0.332 -6.019 1.452
H -0.863 1.836 2.894
F 2.183 1.080 -12.202
C -2.785 0.312 -4.876
H 2.136 -3.184 8.461
H 0.192 3.819 -2.005
H -0.663 0.550 -5.051
H -0.959 -1.254 0.778

Output
Multiplicity: 2
Lowest unoccupied orbital energy (spin up / spin down), eV: 0.3 / 0.1

Entry 2:
ORCA calculation (ωB97M-V/def2-TZVPD) on a structure of composition C34H26FeN10O3 in a non-equilibrium geometry.

Cartesian coordinates (Å):
H -3.327 -3.743 4.207
H -1.630 -3.959 6.021
H -4.085 3.662 -1.591
C 3.064 -1.788 -3.828
N 2.197 1.099 3.594
C 4.499 2.767 3.372
C -0.427 -2.382 5.271
C 0.867 -0.548 4.284
H 1.553 -0.580 5.127
C -3.968 -0.504 -3.443
H 4.119 -1.575 -3.688
N -1.879 -3.392 -3.946
C 3.377 2.946 2.565
C -1.117 -2.382 -4.142
C -3.403 0.721 -3.131
O -1.781 -1.200 -4.119
C -3.050 -1.582 -3.838
H 4.530 1.936 4.064
H -3.079 -2.026 2.451
H -2.350 0.881 -3.332
H 2.877 -4.024 -1.375
C 1.040 -2.856 -3.102
H 1.450 -2.068 2.495
C -2.336 -2.152 3.230
H -6.084 2.251 -1.763
C -3.403 2.899 -1.948
N -1.084 1.625 0.507
Fe 0.232 0.588 1.539
C 2.389 -2.575 -2.908
C -2.467 -3.086 4.209
H -5.751 -1.697 -3.424
O -1.095 -0.403 2.284
H -2.729 3.333 -2.684
C -0.247 -1.402 4.246
C 5.564 3.649 3.276
H 6.347 5.395 2.307
C 3.025 -2.974 -1.603
H 0.311 -2.446 6.063
C 0.350 -2.268 -4.149
N 2.399 -2.233 -0.479
N -3.185 -2.854 -3.756
C 4.387 4.900 1.586
C -5.492 1.490 -2.260
C -5.318 -0.731 -3.194
C -4.144 1.707 -2.504
N 2.302 -2.819 0.742
C -1.499 -3.211 5.249
C 1.831 -1.035 -0.469
H 4.091 -2.761 -1.595
N -3.145 2.504 0.455
C 1.684 -1.920 1.456
H 4.345 5.732 0.896
N 1.382 -0.779 0.756
N -2.575 2.527 -0.778
O 1.334 2.040 1.730
C 2.384 -1.243 -4.915
H 2.442 4.146 1.058
H -7.134 0.117 -2.440
H 2.915 -0.629 -5.631
C -1.211 -1.288 3.222
H -2.339 1.809 2.260
N 1.122 0.321 3.332
C 2.254 1.987 2.624
H 6.440 3.506 3.897
C -1.369 1.975 -0.741
C 3.322 4.015 1.674
C 5.510 4.712 2.383
C -2.221 1.962 1.198
C 1.021 -1.444 -5.052
C -6.081 0.282 -2.633
H 0.497 -3.475 -2.395
H -0.715 1.894 -1.596
H 1.792 -0.375 -1.323
H 0.475 -0.968 -5.858

Output
Multiplicity: 2
Lowest unoccupied orbital energy (spin up / spin down), eV: -4.3 / -3.2
Total charge: +1

Entry 3:
ORCA calculation (ωB97M-V/def2-TZVPD) on the ion C5H4IO2 with charge -1 in a non-equilibrium geometry.

Cartesian coordinates (Å):
C 0.127 -1.081 -0.273
C 0.801 0.955 0.653
H 0.699 -1.368 -1.190
O 2.328 -0.917 0.792
H -1.139 0.110 -1.664
I -2.892 -0.665 0.335
H -0.345 -1.939 0.187
C -0.959 -0.081 -0.528
H 1.442 1.737 1.151
C 1.280 -0.327 0.518
C -0.391 1.262 0.130
O -0.949 2.314 -0.109

Output
Relative energy (zero: lowest compared OMol25 entry of this formula, charge and spin), kJ/mol: 0.0
Lowest unoccupied orbital energy, eV: 2.9
Total charge: -1